An isolated molecule of C7H14N2 in a non-equilibrium geometry. Source: OMol25; level of theory: ωB97M-V/def2-TZVPD.

Properties
- HOMO level: -6.86 eV
- Relative energy (zero: lowest compared OMol25 entry of this formula, charge and spin): 2.9237 eV
- HOMO-LUMO gap: 0.284 Eh
- E: -10463.44322 eV
- Max |F|: 0.0285 hartree/bohr

Cartesian coordinates (Å):
C 1.1198 -1.4192 -0.4981
C -1.0293 0.3000 -0.5956
C 1.7850 -0.3645 0.0026
C -2.2225 1.1930 -0.6103
C 1.2606 0.4689 1.1290
C 3.1629 -0.0475 -0.5132
C -2.3051 -1.4047 0.4999
N -0.1449 -1.8241 -0.1549
N -1.0832 -0.9238 -0.1187
H 1.6193 -2.0958 -1.1831
H -0.1662 0.5592 -1.1807
H -2.6219 1.3489 0.3929
H -3.0313 0.7852 -1.2249
H -1.9473 2.1604 -1.0210
H 2.0785 0.9271 1.6783
H 0.6852 -0.1516 1.8178
H 0.5897 1.2619 0.7784
H 3.1006 0.5473 -1.4276
H 3.7097 -0.9585 -0.7528
H 3.7383 0.5206 0.2143
H -3.1336 -1.3748 -0.2054
H -2.1250 -2.4300 0.8146
H -2.5562 -0.7951 1.3679